1.
Below is C41H35F2N5OSiV as an isolated structure, with properties calculated with ωB97M-V/def2-TZVPD.

Each line ends with the Löwdin charge.
CARTESIAN COORDINATES (ANGSTROEM)
V (0.223060, 0.304223, -0.314973)  0.90
C (-2.344212, 2.919825, -2.920309)  -0.03
C (-2.855160, 3.853105, -2.020413)  -0.02
C (-2.408002, 3.841599, -0.706964)  0.02
C (-1.385021, 2.946769, -0.333930)  -0.18
N (-0.940710, 2.015242, -1.206247)  0.04
C (-1.364023, 2.067753, -2.483116)  -0.11
C (-0.556607, 3.019749, 0.869353)  -0.17
C (-0.664534, 4.035225, 1.818352)  0.02
C (0.317084, 4.177618, 2.810763)  -0.01
C (1.354971, 3.252496, 2.834957)  0.01
C (1.409398, 2.190639, 1.919186)  -0.17
N (0.441533, 2.072738, 0.953811)  0.09
C (2.305824, 1.045782, 2.057368)  -0.18
C (3.212879, 0.916268, 3.129371)  0.02
C (3.991427, -0.231021, 3.284872)  -0.03
C (3.833272, -1.234525, 2.344689)  -0.03
C (2.929062, -1.061956, 1.318410)  -0.09
N (2.133663, 0.013423, 1.180070)  0.11
H (-2.705102, 2.861133, -3.941072)  0.12
H (-3.620530, 4.560444, -2.344057)  0.12
H (-2.782345, 4.535992, 0.040310)  0.11
H (-0.897672, 1.372572, -3.172444)  0.09
H (-1.495728, 4.746184, 1.760048)  0.12
H (0.260482, 4.991777, 3.539792)  0.13
H (2.151735, 3.319366, 3.580107)  0.11
H (3.296818, 1.745183, 3.843171)  0.11
H (4.697296, -0.319837, 4.103833)  0.12
H (4.368013, -2.193405, 2.392253)  0.13
H (2.834612, -1.846019, 0.570313)  0.11
F (0.681674, -5.070612, -0.231218)  0.07
C (1.085753, -3.888138, -0.768857)  -0.26
C (0.506853, -2.725579, -0.314814)  -0.05
C (0.954430, -1.499501, -0.802247)  -0.22
C (1.998607, -1.387029, -1.734390)  -0.16
C (2.489659, -2.619276, -2.207023)  -0.18
F (3.482161, -2.542618, -3.170918)  0.04
C (2.104597, -3.870772, -1.724511)  0.08
C (2.456121, -0.034043, -2.158598)  -0.16
C (3.516168, 0.325922, -2.988916)  0.02
C (3.818362, 1.670869, -3.209402)  -0.02
C (3.026174, 2.660379, -2.616086)  -0.05
C (1.972213, 2.266652, -1.828749)  -0.11
N (1.643940, 0.962898, -1.637026)  0.00
H (-0.326827, -2.780795, 0.383101)  0.12
H (2.578420, -4.784774, -2.068251)  0.14
H (4.089876, -0.467953, -3.453272)  0.11
H (4.667063, 1.924824, -3.850561)  0.12
H (3.222363, 3.730264, -2.731309)  0.12
H (1.333911, 3.016499, -1.347199)  0.11
C (-0.326108, -1.008176, -4.004354)  -0.17
Si (-1.706839, -1.332850, -2.739767)  0.43
C (-3.237375, -0.517776, -3.457560)  -0.19
C (-1.928465, -3.216971, -2.801824)  -0.16
N (-1.499248, -0.754227, -1.073167)  -0.14
C (-2.442830, -1.115904, -0.131713)  -0.29
C (-3.681493, -1.732366, -0.410963)  -0.05
C (-4.464883, -2.277943, 0.622888)  -0.08
C (-4.132244, -2.052852, 1.946860)  -0.10
C (-2.953459, -1.349385, 2.239751)  -0.02
C (-2.100365, -0.908701, 1.246740)  -0.20
O (-0.876405, -0.316252, 1.521303)  -0.10
C (-0.418607, -0.379350, 2.858206)  -0.27
C (-0.680429, 0.643981, 3.760927)  -0.02
C (-0.071193, 0.614118, 5.018351)  -0.07
C (0.647057, -0.503145, 5.412660)  -0.08
C (0.800187, -1.580116, 4.540327)  -0.06
C (0.278908, -1.508800, 3.257977)  0.00
H (-0.783706, -0.867185, -5.021422)  0.05
H (0.339106, -1.913940, -4.064755)  0.05
H (0.325002, -0.114587, -3.837667)  0.02
H (-2.971848, 0.028846, -4.396073)  0.03
H (-3.681052, 0.216509, -2.752803)  0.03
H (-4.027393, -1.256193, -3.717669)  0.04
H (-2.227348, -3.479764, -3.844398)  0.05
H (-2.712181, -3.583329, -2.099362)  0.04
H (-0.997646, -3.776528, -2.581763)  0.02
H (-4.021365, -1.841602, -1.448473)  0.08
H (-5.328212, -2.888022, 0.378396)  0.11
H (-4.713874, -2.462527, 2.769516)  0.10
H (-2.718162, -1.156287, 3.287932)  0.12
H (-1.383306, 1.455148, 3.517858)  0.14
H (-0.191365, 1.455688, 5.717268)  0.12
H (1.069713, -0.538850, 6.419876)  0.11
H (1.367349, -2.455350, 4.873593)  0.12
H (0.407047, -2.330835, 2.546031)  0.13

Forces on atoms 1 to 2 (eV/Å):
V -1.388 -0.035 1.334
C -0.175 0.704 0.036

Properties
2S+1: 3
Net charge: +1
ΔE to the lowest compared entry with this formula, charge and spin in kJ/mol: 0.00
HOMO (spin up / spin down) in eV: -8.9083 / -9.0000

2.
Below is C20H29BF5N2O23PS7 as an isolated structure, with properties calculated with ωB97M-V/def2-TZVPD.

Each line ends with the Löwdin charge.
CARTESIAN COORDINATES (ANGSTROEM)
C (3.464089, -1.133115, -0.701226)  -0.08
O (2.561357, -1.154596, 0.390218)  -0.17
C (2.196415, 0.126262, 0.859018)  -0.13
C (1.004449, 0.716188, 0.095097)  -0.04
C (-0.210515, -0.080589, -0.042229)  -0.01
B (-0.354249, -1.547018, 0.626323)  -0.70
O (-1.104316, -1.577691, 1.749796)  0.12
O (0.226961, -2.678009, 0.082253)  0.16
C (-1.306559, 0.364193, -0.743014)  -0.27
P (-2.835789, -0.657069, -0.948601)  0.41
S (-4.055977, -0.586684, 0.561298)  0.19
C (-1.310560, 1.651691, -1.388705)  -0.38
N (-2.282862, 2.198517, -2.100582)  -0.21
S (-1.676733, 3.650538, -2.551592)  1.04
N (-0.259710, 3.599043, -1.835897)  -0.25
C (-0.097597, 2.430611, -1.188215)  -0.26
C (1.051100, 1.984187, -0.458971)  -0.02
C (2.269681, 2.910300, -0.313924)  -0.36
F (1.950982, 4.183619, -0.641590)  0.11
F (2.711241, 2.961174, 0.967656)  0.13
C (3.420861, 2.487495, -1.330256)  -0.51
F (3.631918, 3.496102, -2.198913)  0.15
F (4.583041, 2.203020, -0.746147)  0.17
F (2.995126, 1.471592, -2.099585)  0.15
H (3.915711, -2.146451, -0.745315)  0.08
H (2.878246, -0.995366, -1.621721)  0.10
H (4.295732, -0.424116, -0.589330)  0.09
H (3.087420, 0.768237, 0.785918)  0.11
H (1.957959, 0.097044, 1.934494)  0.16
H (-1.334398, -2.507235, 1.911898)  0.14
H (0.334796, -2.515884, -0.865166)  0.09
H (-3.469191, -0.179404, -2.117323)  -0.02
H (-2.385790, -1.975293, -1.198370)  -0.01
C (3.014376, -7.151422, -1.914538)  -0.16
C (4.398769, -6.549557, -1.842611)  -0.16
O (4.185141, -5.138832, -1.978916)  -0.19
S (2.776320, -4.744327, -1.310534)  0.60
O (3.024390, -4.262824, -0.002817)  -0.20
O (2.020937, -4.012296, -2.265493)  -0.22
O (2.176909, -6.229612, -1.205724)  -0.18
H (2.661051, -7.211913, -2.945911)  0.14
H (2.966200, -8.137009, -1.458786)  0.14
H (5.051996, -6.918313, -2.629169)  0.11
H (4.862958, -6.730195, -0.869967)  0.14
C (-2.445749, 3.626677, 2.657794)  -0.16
C (-0.946981, 3.444395, 2.554799)  -0.15
O (-0.636461, 2.443790, 3.524579)  -0.18
S (-1.879180, 1.414580, 3.640625)  0.64
O (-1.598653, 0.276737, 2.832330)  -0.23
O (-2.231936, 1.304803, 5.011990)  -0.21
O (-2.973002, 2.306598, 2.879497)  -0.26
H (-2.708802, 4.242140, 3.510530)  0.12
H (-2.868765, 4.050548, 1.757391)  0.11
H (-0.398212, 4.360864, 2.760185)  0.14
H (-0.660292, 3.062738, 1.569256)  0.12
C (-7.803462, 0.401993, 4.680189)  -0.17
C (-7.899823, 0.845354, 3.234810)  -0.17
O (-7.094780, 2.025154, 3.164648)  -0.18
S (-5.867019, 1.897027, 4.198764)  0.64
O (-4.723378, 1.459642, 3.492738)  -0.23
O (-5.852596, 3.056762, 5.016813)  -0.21
O (-6.450294, 0.661165, 5.055745)  -0.18
H (-8.457615, 0.997440, 5.322058)  0.13
H (-8.035780, -0.652835, 4.806716)  0.13
H (-8.921503, 1.061824, 2.932711)  0.13
H (-7.471292, 0.100562, 2.559576)  0.13
C (-4.379281, 9.008779, 1.125633)  -0.16
C (-5.463342, 8.461403, 2.029330)  -0.16
O (-5.447596, 7.048871, 1.794696)  -0.18
S (-3.951223, 6.579638, 1.463890)  0.62
O (-3.359137, 6.068122, 2.648916)  -0.23
O (-3.968205, 5.839761, 0.254720)  -0.21
O (-3.332008, 8.033892, 1.179474)  -0.18
H (-4.723142, 9.084472, 0.091825)  0.13
H (-4.013429, 9.977672, 1.456229)  0.14
H (-6.442755, 8.875525, 1.805292)  0.14
H (-5.228882, 8.633409, 3.082269)  0.14
C (8.740880, -6.961729, -5.002951)  -0.16
C (7.704681, -6.259087, -5.853662)  -0.16
O (6.891623, -7.316201, -6.376728)  -0.18
S (6.812716, -8.509136, -5.306957)  0.61
O (5.609588, -8.374093, -4.563535)  -0.23
O (7.167661, -9.716626, -5.953271)  -0.20
O (8.030209, -8.034565, -4.372928)  -0.19
H (9.535250, -7.391914, -5.616278)  0.14
H (9.177878, -6.304752, -4.255087)  0.14
H (8.147688, -5.682010, -6.660803)  0.14
H (7.068310, -5.608155, -5.249279)  0.13

Forces on atoms 1 to 2 (eV/Å):
C -0.170 -1.253 -0.262
O 0.181 0.296 0.664

Properties
HOMO in eV: -7.9116

3.
Below is a 5-piece molecular cluster, C3H16N2O3 overall, with properties calculated with ωB97M-V/def2-TZVPD.

Each line ends with the Löwdin charge.
CARTESIAN COORDINATES (ANGSTROEM)
N (3.553706, -0.377719, 1.021814)  0.07
C (1.149073, -0.498920, -1.720024)  -0.09
C (0.001735, 0.211779, -1.022359)  -0.22
C (0.525358, 0.707798, 0.335852)  -0.25
N (1.679070, 1.451966, 0.359285)  0.23
H (4.299345, -0.179489, 1.664365)  0.02
H (1.491074, -1.369200, -1.132263)  0.09
H (2.053480, 0.122066, -1.716996)  0.06
H (1.000897, -0.757787, -2.763436)  0.08
H (-0.835643, -0.477976, -0.918085)  0.09
H (-0.376857, 1.010460, -1.656143)  0.11
H (-0.224873, 1.303901, 0.900340)  0.23
H (0.735282, -0.163179, 0.994374)  0.13
H (2.925946, 0.428133, 0.824015)  -0.05
H (1.662105, 2.179556, -0.371647)  0.12
H (-0.419253, -1.585445, 1.905274)  0.03
H (-1.595502, -1.120130, 1.027695)  -0.03
O (-0.662923, -1.610039, 0.981353)  -0.13
H (-2.608450, 0.419155, -0.464909)  -0.04
H (-3.365528, -1.153244, 1.082126)  -0.03
O (-2.836194, -0.349977, 1.085858)  -0.34
H (3.784432, -0.798198, 0.133630)  0.02
H (-3.694316, 1.224288, -1.151365)  0.02
O (-2.808736, 0.897876, -1.303374)  -0.11

Forces on atoms 1 to 2 (eV/Å):
N -1.520 0.232 -0.495
C 1.402 -0.310 0.672

Properties
ΔE to the lowest compared entry with this formula, charge and spin in kJ/mol: 719.79
HOMO in eV: -8.4789